[1]
C19H24O8 | ωB97M-V with the def2-TZVPD basis set

Results
Net charge: 0
Frontier orbital gap (eV): 8.77
SMILES: CCCc1cc(=O)oc2c(C)c(O[C@@H]3O[C@H](CO)[C@@H](O)[C@H](O)[C@H]3O)ccc12
HOMO (eV): -8.7061

Geometry as XYZ:
```
51
Properties=species:S:1:pos:R:3:forces:R:3
C 3.121 3.068 4.497 -0.22 -0.04 -0.08
C 1.944 2.169 4.138 0.26 -0.02 0.04
C 2.335 0.686 4.201 -0.24 0.18 0.00
C 1.174 -0.185 3.833 -0.16 -0.30 0.54
C 0.416 -0.763 4.791 0.35 0.25 -0.27
C -0.744 -1.576 4.495 -0.28 -0.19 0.59
O -1.451 -2.114 5.310 0.22 0.16 -0.32
O -1.055 -1.737 3.170 -0.20 -0.14 -0.08
C -0.319 -1.185 2.181 0.58 0.44 -0.66
C -0.735 -1.446 0.872 -0.01 -0.01 0.05
C -1.942 -2.291 0.598 0.08 -0.02 0.03
C 0.001 -0.897 -0.176 -0.09 -0.02 0.35
O -0.465 -1.190 -1.437 -0.11 -0.04 0.37
C 0.324 -0.876 -2.569 0.65 -0.36 -0.46
O 0.418 0.493 -2.820 0.04 -0.09 0.08
C -0.722 1.164 -3.350 -0.42 0.10 -0.23
C -1.770 1.509 -2.249 0.38 -0.07 0.19
O -3.094 1.525 -2.700 -0.55 0.05 -0.21
C -1.327 0.414 -4.548 -0.52 0.11 0.57
O -0.461 0.446 -5.665 0.28 -0.04 -0.33
C -1.578 -1.071 -4.207 0.54 0.08 -0.76
O -2.605 -1.207 -3.255 -0.26 0.06 0.43
C -0.265 -1.711 -3.734 -0.33 0.09 0.57
O 0.663 -1.876 -4.760 0.26 0.17 -0.30
C 1.115 -0.098 0.069 0.05 0.00 -0.36
C 1.512 0.142 1.364 -0.21 -0.21 0.19
C 0.813 -0.393 2.449 -0.33 -0.20 -0.27
H 2.825 4.113 4.456 0.06 0.12 0.02
H 3.946 2.917 3.804 0.12 0.02 -0.05
H 3.475 2.851 5.502 0.08 0.01 0.11
H 1.121 2.347 4.833 -0.07 -0.02 -0.06
H 1.588 2.413 3.135 -0.09 0.00 0.01
H 2.651 0.450 5.219 0.05 -0.04 -0.03
H 3.178 0.500 3.535 0.07 -0.03 0.03
H 0.640 -0.646 5.840 0.02 -0.01 0.08
H -2.221 -2.843 1.489 -0.09 -0.05 -0.04
H -2.783 -1.664 0.303 -0.13 0.00 -0.03
H -1.736 -2.985 -0.214 -0.06 -0.07 -0.02
H 1.364 -1.196 -2.407 -0.27 0.01 0.05
H -0.294 2.101 -3.730 -0.14 -0.11 -0.01
H -1.651 0.815 -1.411 0.07 0.13 -0.09
H -1.566 2.515 -1.875 0.04 -0.12 0.01
H -3.367 0.612 -2.892 0.16 0.17 0.07
H -2.286 0.887 -4.804 0.21 -0.12 0.09
H -0.310 1.362 -5.926 0.00 -0.09 0.02
H -1.910 -1.575 -5.123 0.12 0.05 0.13
H -2.200 -1.298 -2.379 -0.05 -0.06 -0.03
H -0.473 -2.712 -3.337 -0.04 0.19 0.00
H 0.671 -1.065 -5.294 0.01 -0.09 0.05
H 1.654 0.346 -0.751 0.05 0.05 -0.05
H 2.379 0.759 1.534 0.11 0.09 0.05
```
Forces are in eV/Å.

Table of Mulliken atomic charges, one value per atom, all in e: -1.306 -0.175 -1.282 1.045 -0.509 -0.094 -0.643 -0.559 0.034 0.685 -1.440 1.004 -0.433 -0.239 -0.413 0.204 -0.518 -0.662 -0.370 -0.568 -0.103 -0.710 -0.390 -0.647 -1.265 -0.973 0.705 0.375 0.326 0.319 0.360 0.384 0.509 0.374 0.462 0.451 0.254 0.310 0.571 0.505 0.048 0.449 0.459 0.413 0.397 0.462 0.468 0.355 0.461 0.511 0.399


[2]
CHClFN | ωB97M-V with the def2-TZVPD basis set

Results
Net charge: 0
Frontier orbital gap (eV): 11.41
SMILES: N#CF.Cl
HOMO (eV): -11.1598

Geometry as XYZ:
```
5
Properties=species:S:1:pos:R:3:forces:R:3
N 0.431 0.711 -0.401 -0.31 0.35 -0.85
C 1.062 0.199 0.397 0.77 0.63 0.35
F 1.866 -0.153 1.290 0.19 -0.62 0.47
Cl -2.029 -0.789 -0.283 -0.38 -0.07 -0.28
H -1.329 0.033 -1.003 -0.27 -0.29 0.31
```
Forces are in eV/Å.

Table of Mulliken atomic charges, one value per atom, all in e: -0.373 0.509 -0.156 -0.307 0.325


[3]
CH3NOP2 | ωB97M-V with the def2-TZVPD basis set

Results
Net charge: 0
Frontier orbital gap (alpha / beta) (eV): 7.40 / 7.40
SMILES: O=C/P=N/P
HOMO (alpha / beta) (eV): -9.2416 / -9.2398

Geometry as XYZ:
```
8
Properties=species:S:1:pos:R:3:forces:R:3
O 3.139 0.390 -0.187 0.71 -0.72 0.00
C 1.961 0.608 -0.153 0.40 2.05 -0.04
P 0.819 -0.806 0.181 -3.94 2.57 -0.32
N -0.653 0.089 0.026 6.06 -2.01 -0.41
P -2.056 -0.601 -0.442 -1.42 -1.65 2.11
H 1.694 1.712 -0.369 -0.76 -1.44 0.34
H -2.171 -1.773 0.639 -0.13 1.52 -1.63
H -2.732 0.382 0.306 -0.90 -0.31 -0.05
```
Forces are in eV/Å.

Table of Mulliken atomic charges, one value per atom, all in e: -0.391 0.042 0.143 -0.228 -0.049 0.350 0.055 0.077


[4]
C24H80O16 | ωB97M-V with the def2-TZVPD basis set

Results
Net charge: 0
Frontier orbital gap (eV): 9.17
HOMO (eV): -9.0573

Geometry as XYZ:
```
120
Properties=species:S:1:pos:R:3:forces:R:3
C -2.704 -3.207 9.189 0.19 0.08 -0.95
C -3.073 -4.661 8.831 1.56 1.75 1.40
O -4.346 -4.900 9.355 -0.84 -0.82 -1.46
H -2.894 -2.914 10.221 -0.10 -0.28 -0.05
H -3.295 -2.559 8.541 -0.13 0.26 0.21
H -1.664 -2.961 8.974 0.10 -0.11 0.07
H -2.319 -5.292 9.302 -0.05 -0.50 0.00
H -2.943 -4.771 7.754 -0.80 -0.38 -0.02
H -4.311 -4.714 10.297 -0.02 0.14 0.71
C -5.245 0.753 9.569 0.10 -0.09 -0.43
C -4.190 0.592 8.465 -0.33 0.00 0.73
O -2.905 0.609 9.036 0.07 0.12 0.98
H -6.259 0.732 9.170 0.01 0.09 -0.23
H -5.086 1.709 10.067 0.01 -0.06 0.04
H -5.213 -0.032 10.324 0.34 -0.04 -0.08
H -4.269 1.432 7.776 -0.26 0.10 -0.31
H -4.271 -0.344 7.913 -0.55 -0.14 -0.16
H -2.312 0.414 8.307 0.29 0.06 -0.11
C -3.733 -3.832 4.914 0.37 0.67 0.53
C -3.742 -2.388 5.557 -0.86 -1.39 -0.51
O -4.675 -1.589 4.813 0.61 -0.25 -0.02
H -3.681 -3.836 3.826 0.08 0.48 0.00
H -4.572 -4.483 5.159 -0.26 0.43 0.28
H -2.851 -4.368 5.265 0.19 0.02 0.09
H -2.733 -1.985 5.639 0.06 0.24 -0.65
H -4.069 -2.429 6.596 -0.22 -0.31 0.11
H -4.604 -0.671 5.083 0.04 0.05 0.16
C 0.330 -4.883 7.622 1.16 0.40 0.69
C 0.301 -6.272 6.979 1.32 2.75 0.21
O -0.982 -6.665 7.254 -2.18 -1.63 -0.61
H 1.216 -4.275 7.441 0.24 -0.21 -0.28
H 0.310 -4.998 8.706 -0.26 0.03 0.13
H -0.521 -4.265 7.336 -0.09 -0.35 -0.18
H 1.001 -6.962 7.451 0.41 0.08 -0.34
H 0.474 -6.109 5.915 0.18 -0.63 -0.12
H -1.353 -6.970 6.423 -0.53 -0.34 0.24
C -8.612 -4.789 7.076 1.78 0.92 0.18
C -7.065 -4.558 7.179 -1.30 0.00 -0.77
O -6.468 -5.636 7.844 -0.26 -0.19 0.68
H -9.065 -4.662 8.059 0.07 -0.30 0.09
H -8.804 -5.787 6.682 -0.25 0.26 -0.18
H -8.973 -3.948 6.484 -0.38 -0.41 -0.42
H -6.858 -3.613 7.681 -0.05 0.04 0.23
H -6.538 -4.508 6.226 -0.61 0.31 -0.54
H -5.712 -5.249 8.290 0.86 -0.36 0.84
C -3.303 -5.485 14.029 -0.15 -1.68 0.94
C -4.433 -4.925 13.258 0.79 1.47 -0.98
O -3.862 -4.434 12.001 -1.49 -0.62 -0.11
H -3.725 -5.947 14.922 0.18 0.11 0.41
H -2.525 -4.779 14.321 -0.17 0.15 -0.14
H -2.881 -6.330 13.485 0.31 0.16 -0.05
H -4.896 -4.110 13.815 -0.10 0.30 -0.15
H -5.231 -5.628 13.023 0.33 -0.16 -0.22
H -3.088 -3.880 12.125 0.26 0.24 0.57
C -4.403 -8.617 8.174 0.31 1.74 -1.09
C -5.298 -8.654 6.902 0.19 -0.66 1.85
O -6.592 -8.252 7.250 -0.82 -0.89 -0.32
H -4.655 -9.245 9.029 -0.12 -0.21 -0.44
H -4.457 -7.576 8.494 -0.21 0.12 0.55
H -3.350 -8.658 7.892 0.24 -0.72 0.08
H -5.343 -9.702 6.603 -0.15 0.15 -0.65
H -4.935 -7.986 6.120 0.51 -0.25 -0.17
H -6.590 -7.306 7.412 0.13 0.47 0.11
C -0.028 -1.142 7.138 0.57 1.42 -0.66
C -0.427 0.219 6.466 1.77 -2.02 0.73
O -1.807 0.374 6.651 -0.11 0.58 -0.93
H 0.026 -1.024 8.220 -0.60 -0.24 0.06
H 0.999 -1.364 6.851 0.05 -0.16 -0.22
H -0.678 -1.945 6.790 -0.03 0.07 0.26
H -0.136 0.228 5.416 -0.36 -0.27 -0.29
H 0.186 1.008 6.900 -0.30 0.30 0.41
H -2.030 1.042 5.998 -0.72 0.23 0.17
C -7.473 -3.208 10.694 -0.52 0.04 0.90
C -7.197 -2.119 11.763 0.00 -0.29 -0.92
O -8.102 -1.024 11.591 0.04 -0.20 -0.29
H -8.493 -3.587 10.744 -0.28 0.42 -0.05
H -6.918 -4.131 10.860 0.57 0.24 0.09
H -7.276 -2.841 9.687 0.03 0.10 0.15
H -6.174 -1.782 11.597 0.17 0.10 0.10
H -7.284 -2.445 12.800 0.03 -0.58 -0.02
H -7.839 -0.339 12.211 -0.06 0.09 0.00
C -4.055 -0.971 13.461 -0.03 -0.03 -0.79
C -3.663 0.512 13.567 -0.51 -0.96 0.65
O -4.357 1.255 12.578 0.74 0.17 -0.17
H -3.529 -1.684 14.096 -0.07 0.31 0.48
H -3.826 -1.318 12.453 0.25 0.18 -0.26
H -5.133 -1.129 13.499 -0.07 0.11 0.58
H -2.577 0.569 13.489 -0.06 0.45 -0.71
H -3.880 0.941 14.545 -0.15 -0.17 0.27
H -5.277 1.331 12.841 -0.01 -0.03 0.10
C -6.931 -7.481 11.350 0.67 -0.67 0.27
C -7.923 -7.971 10.324 1.11 0.67 0.07
O -8.484 -6.810 9.760 -1.74 0.01 -0.14
H -7.408 -6.887 12.130 -0.16 -0.13 0.05
H -6.160 -6.861 10.891 0.05 0.04 -0.20
H -6.417 -8.343 11.774 0.15 0.04 0.39
H -8.645 -8.623 10.814 -0.54 0.40 -0.22
H -7.427 -8.562 9.553 0.07 -0.10 -0.03
H -7.874 -6.378 9.157 0.49 -0.21 -0.12
C 1.583 -6.432 12.670 0.41 0.22 1.33
C 0.217 -5.804 12.912 0.04 -0.02 -1.95
O -0.404 -5.446 11.626 -0.13 0.88 1.80
H 2.271 -5.881 12.029 -0.56 0.24 -0.39
H 1.606 -7.485 12.388 -0.36 0.08 -0.06
H 2.074 -6.338 13.638 0.25 -0.48 0.24
H 0.313 -4.892 13.501 0.27 0.38 -0.43
H -0.447 -6.386 13.551 -0.06 -0.64 -0.45
H -0.294 -6.111 10.942 0.14 -0.67 0.05
O -1.310 -2.854 12.468 -0.58 0.06 0.43
H -1.093 -2.826 13.400 0.03 0.23 0.27
H -0.930 -3.676 12.157 0.40 -0.80 -0.67
O -3.050 -7.611 11.422 -0.29 -0.34 0.34
H -2.294 -7.736 10.849 0.35 -0.03 -0.35
H -3.155 -6.661 11.477 -0.07 0.45 -0.11
O -0.547 -7.660 9.731 0.24 -0.10 0.82
H -0.630 -7.465 8.797 -0.58 0.28 -0.77
H -0.076 -8.492 9.761 0.13 -0.26 0.22
O -0.892 -0.935 10.639 0.43 0.39 -0.32
H -1.203 -1.559 11.295 0.09 -0.30 0.33
H -1.573 -0.263 10.606 -0.37 0.35 -0.35
```
Forces are in eV/Å.

Here are the Mulliken charges for atoms 1 to 99, given in e: 1.072 0.374 1.756 -0.831 -0.995 0.360 -0.646 -0.006 -0.965 -1.056 0.458 -0.510 0.469 0.326 -0.042 0.286 -0.317 0.405 -0.904 0.900 -0.613 0.426 0.085 0.124 -0.048 -0.334 0.329 0.138 -0.579 -0.377 0.466 -0.154 -0.338 0.248 0.449 0.224 -1.433 0.290 0.285 0.271 0.284 0.490 0.053 0.094 0.051 -1.050 -0.158 0.853 0.507 0.260 0.064 0.291 0.098 -0.634 -0.152 -0.437 -0.554 0.288 -0.398 0.354 0.326 0.199 0.408 -0.472 -0.673 -0.396 0.233 0.461 -0.194 0.486 0.359 0.232 -0.881 0.484 -0.594 0.444 0.027 0.125 -0.419 0.429 0.297 -0.323 -0.796 -0.428 0.377 -0.095 0.271 0.312 0.365 0.289 -0.400 -0.388 -0.614 0.328 -0.241 0.378 0.343 0.153 0.201


[5]
C3H5FO | ωB97M-V with the def2-TZVPD basis set

Results
Net charge: 0
Frontier orbital gap (eV): 7.93
HOMO (eV): -7.3180

Geometry as XYZ:
```
10
Properties=species:S:1:pos:R:3:forces:R:3
C 0.470 0.136 0.805 -0.82 -0.97 1.70
C 1.073 0.447 -0.501 -1.85 -3.17 -0.26
C -0.871 0.073 0.132 6.11 -3.25 -0.47
O -1.381 -1.167 -0.089 -0.85 -0.34 -0.35
F -1.491 1.151 -0.116 -2.50 1.95 -0.63
H 0.734 -0.865 1.300 -0.27 1.62 -0.85
H 0.584 0.961 1.484 -0.13 0.21 0.69
H 0.882 1.360 -0.942 0.02 1.84 -0.69
H 1.333 -0.391 -1.147 0.13 0.30 0.08
H -1.334 -1.706 -0.926 0.16 1.82 0.79
```
Forces are in eV/Å.

Table of Mulliken atomic charges, one value per atom, all in e: -0.138 -0.965 0.399 -0.530 -0.220 0.203 0.234 0.367 0.297 0.354


[6]
C10H17Cl2IO2V | ωB97M-V with the def2-TZVPD basis set

Results
Net charge: -2
Expectation value of S²: 0.763
Frontier orbital gap (alpha / beta) (eV): 6.22 / 6.22
HOMO (alpha / beta) (eV): -1.3903 / -1.3930
Multiplicity: 2

Geometry as XYZ:
```
33
Properties=species:S:1:pos:R:3:forces:R:3
C 0.011 1.103 0.989 -0.09 -0.23 -1.09
C -1.212 0.525 0.511 0.90 0.39 -0.82
C -1.011 0.145 -0.860 0.91 1.01 0.51
C -2.485 0.485 1.262 -0.48 -0.56 -0.03
C 0.319 0.565 -1.239 -0.60 0.36 0.88
C 0.939 1.160 -0.104 -0.81 -0.09 -0.16
C 2.280 1.818 -0.096 0.15 -0.20 0.04
C 0.266 1.597 2.370 0.10 0.14 0.19
C -1.964 -0.549 -1.743 -0.71 -0.40 0.01
C 0.914 0.458 -2.598 0.14 -0.17 -0.16
V 0.482 -1.062 0.389 1.28 -1.35 -0.40
Cl -3.238 -2.686 0.489 -0.77 -0.38 -0.13
Cl -0.509 -2.074 2.109 0.60 0.25 0.27
O 0.588 -2.216 -1.003 -0.34 0.88 0.53
H -2.321 0.621 2.334 -0.08 -0.10 -0.11
H -2.973 -0.488 1.070 0.04 0.21 0.33
H -3.171 1.265 0.904 0.18 0.05 0.03
H -2.533 -1.278 -1.137 0.11 0.10 -0.33
H -1.447 -1.095 -2.536 -0.07 0.08 0.07
H -2.691 0.147 -2.182 0.10 0.04 -0.09
H 0.561 -0.450 -3.091 0.12 0.08 0.02
H 2.006 0.418 -2.542 -0.14 -0.07 -0.06
H 0.643 1.323 -3.220 -0.02 -0.11 0.08
H 2.951 1.322 -0.804 0.00 0.04 0.21
H 2.728 1.774 0.898 0.06 -0.08 -0.12
H 2.211 2.874 -0.393 -0.10 -0.11 0.04
H -0.294 1.021 3.113 0.19 0.01 -0.13
H -0.045 2.645 2.460 0.02 0.01 0.05
H 1.336 1.543 2.602 -0.23 -0.07 0.06
H 0.911 -3.141 -0.841 -0.05 0.40 0.39
O 2.226 -0.961 1.043 -0.24 0.24 0.11
H 2.608 -1.682 1.558 -0.45 -0.20 -0.13
I 1.915 -5.128 0.285 0.27 -0.18 -0.05
```
Forces are in eV/Å.

Table of Mulliken atomic charges, one value per atom, all in e: 1.031 0.618 0.783 -0.989 1.188 0.379 -1.837 -2.070 -1.322 -1.831 0.863 -0.827 -0.350 -0.384 0.267 0.039 0.262 0.044 0.221 0.267 0.326 0.406 0.279 0.342 0.345 0.312 0.375 0.283 0.346 -0.049 -0.640 0.214 -0.891